{"formula": "C20H25N2O5S2", "method": "ωB97M-V/def2-TZVPD", "smiles": "CCOC(=O)c1c(NC(=O)CCS(=O)(=O)c2ccccc2)sc2c1CC[N@@H+](C)C2", "lumo_energy_ha": -0.08775, "charge": 1, "e_tot_ha": -2059.00866, "mol_weight_g_mol": 437.563, "elements": ["C", "C", "H", "H", "O", "C", "O", "C", "C", "N", "C", "O", "C", "C", "H", "H", "S", "O", "O", "C", "C", "C", "C", "C", "C", "H", "H", "H", "H", "H", "H", "H", "H", "S", "C", "C", "C", "C", "H", "N", "H", "C", "H", "H", "H", "C", "H", "H", "H", "H", "H", "H", "H", "H"], "coordinates": [[2.465, -3.246, -2.248], [2.533, -2.126, -1.223], [3.453, -1.547, -1.334], [2.461, -2.509, -0.201], [1.415, -1.243, -1.389], [1.660, 0.056, -1.586], [2.762, 0.533, -1.728], [0.429, 0.857, -1.625], [-0.829, 0.439, -1.243], [-1.186, -0.797, -0.776], [-2.445, -0.970, -0.282], [-3.277, -0.096, -0.434], [-2.778, -2.297, 0.359], [-1.607, -2.995, 1.022], [-0.916, -3.440, 0.310], [-1.950, -3.762, 1.712], [-0.614, -1.785, 2.006], [0.691, -1.750, 1.389], [-1.343, -0.545, 2.053], [-0.498, -2.485, 3.647], [0.539, -3.348, 3.943], [0.600, -3.912, 5.207], [-0.374, -3.608, 6.146], [-1.408, -2.739, 5.834], [-1.475, -2.171, 4.572], [-2.254, -1.477, 4.298], [-2.159, -2.501, 6.571], [-0.324, -4.049, 7.130], [1.406, -4.584, 5.458], [1.287, -3.550, 3.193], [-3.562, -2.087, 1.090], [-3.216, -2.937, -0.413], [-0.411, -1.428, -0.594], [-2.031, 1.668, -1.354], [-0.815, 2.781, -1.936], [0.423, 2.227, -2.018], [1.624, 3.016, -2.439], [1.196, 4.354, -3.033], [2.053, 5.025, -3.114], [0.161, 4.991, -2.174], [0.495, 4.910, -1.206], [-0.045, 6.409, -2.498], [-0.362, 6.504, -3.535], [0.878, 6.969, -2.359], [-0.814, 6.834, -1.855], [-1.104, 4.211, -2.256], [-1.833, 4.618, -1.551], [-1.509, 4.325, -3.267], [0.763, 4.213, -4.025], [2.205, 2.452, -3.169], [2.281, 3.158, -1.577], [2.529, -2.842, -3.255], [3.295, -3.927, -2.090], [1.533, -3.798, -2.152]], "lowdin_charge": [-0.0504, -0.1985, 0.1218, 0.1135, -0.0283, -0.4206, 0.1160, -0.0812, -0.3800, 0.1152, -0.4963, -0.0286, -0.1049, -0.1815, 0.1042, 0.1089, 0.7282, -0.3097, -0.2784, -0.2956, -0.0549, -0.0555, -0.0576, -0.0550, -0.0547, 0.1162, 0.1124, 0.1119, 0.1122, 0.1144, 0.1364, 0.1421, 0.1164, 1.2172, -0.4389, -0.2037, -0.0935, -0.0960, 0.1409, -0.1508, 0.2035, 0.0113, 0.1171, 0.1125, 0.1129, -0.1198, 0.1406, 0.1468, 0.1519, 0.1353, 0.1367, 0.0821, 0.0821, 0.0736]}



{"formula": "C20H25N5O2S", "method": "ωB97M-V/def2-TZVPD", "smiles": "Cc1ccccc1CNC(=O)C1CCN(c2nnc(N3CCCC3=O)s2)CC1", "lumo_energy_ha": 0.01988, "charge": 0, "e_tot_ha": -1599.61573, "mol_weight_g_mol": 399.520, "elements": ["C", "C", "C", "C", "C", "C", "C", "C", "N", "C", "O", "C", "C", "H", "C", "N", "C", "N", "N", "C", "N", "C", "O", "C", "H", "C", "H", "H", "C", "H", "H", "H", "S", "C", "H", "C", "H", "H", "H", "H", "H", "H", "H", "H", "H", "H", "H", "H", "H", "H", "H", "H", "H"], "coordinates": [[-2.393, -2.613, -0.755], [-3.781, -2.287, -0.281], [-4.381, -3.120, 0.656], [-5.645, -2.858, 1.149], [-6.335, -1.744, 0.706], [-5.753, -0.908, -0.228], [-4.484, -1.167, -0.733], [-3.892, -0.204, -1.732], [-2.825, 0.584, -1.148], [-3.016, 1.849, -0.718], [-4.037, 2.472, -0.915], [-1.817, 2.458, 0.010], [-0.596, 2.563, -0.912], [-0.305, 1.575, -1.278], [0.581, 3.164, -0.138], [0.865, 2.369, 1.035], [1.681, 1.300, 0.951], [1.699, 0.330, 1.811], [2.659, -0.568, 1.588], [3.375, -0.308, 0.554], [4.415, -1.079, 0.123], [5.167, -0.770, -0.973], [4.969, 0.186, -1.687], [6.254, -1.818, -1.083], [7.182, -1.378, -0.713], [5.766, -2.957, -0.186], [5.181, -3.667, -0.771], [6.582, -3.494, 0.292], [4.868, -2.256, 0.837], [5.421, -1.951, 1.732], [4.009, -2.850, 1.152], [6.409, -2.110, -2.120], [2.922, 1.154, -0.314], [-0.249, 2.301, 1.961], [-0.478, 3.320, 2.283], [-1.465, 1.672, 1.279], [-1.218, 0.635, 1.041], [-2.315, 1.668, 1.962], [0.062, 1.706, 2.820], [0.331, 4.176, 0.196], [1.473, 3.214, -0.766], [-0.831, 3.188, -1.774], [-2.120, 3.469, 0.300], [-1.993, 0.088, -0.876], [-3.502, -0.733, -2.609], [-4.654, 0.507, -2.059], [-6.284, -0.033, -0.573], [-7.322, -1.526, 1.086], [-6.088, -3.521, 1.877], [-3.841, -3.990, 1.005], [-2.236, -2.316, -1.789], [-2.212, -3.683, -0.673], [-1.651, -2.109, -0.133]], "lowdin_charge": [-0.0416, -0.2287, -0.0517, -0.0868, -0.0845, -0.0327, -0.1652, -0.1221, 0.0904, -0.4713, 0.0700, -0.2304, -0.1189, 0.1141, -0.1728, -0.1304, -0.5878, 0.0006, 0.0144, -0.5581, -0.0328, -0.4571, 0.0165, -0.0731, 0.1292, -0.1465, 0.1150, 0.1109, -0.1263, 0.1312, 0.1223, 0.1234, 1.1451, -0.1467, 0.1290, -0.1168, 0.1092, 0.1287, 0.1150, 0.1312, 0.0895, 0.1280, 0.1517, 0.1148, 0.1222, 0.1197, 0.1144, 0.1011, 0.1009, 0.1091, 0.0731, 0.0800, 0.0818]}



{"formula": "C20H25N9O3Y", "method": "ωB97M-V/def2-TZVPD", "lumo_energy_ha": -0.10663, "charge": 1, "e_tot_ha": -1533.93023, "mol_weight_g_mol": 528.386, "elements": ["Y", "N", "C", "C", "O", "N", "C", "C", "O", "O", "H", "H", "H", "H", "H", "H", "C", "C", "C", "C", "N", "N", "C", "H", "H", "H", "H", "H", "H", "H", "H", "C", "C", "N", "C", "C", "N", "C", "N", "N", "N", "C", "C", "C", "C", "C", "C", "H", "H", "H", "H", "H", "H", "H", "H", "H", "H", "H"], "coordinates": [[-0.971, 1.775, -1.340], [-2.483, 3.742, -1.821], [-2.161, 4.660, -0.688], [-0.629, 4.706, -0.577], [-0.046, 5.749, -0.789], [-0.074, 3.482, -0.340], [1.345, 3.369, -0.700], [1.593, 2.704, -2.084], [2.712, 2.520, -2.478], [0.496, 2.293, -2.730], [-2.123, 4.165, -2.675], [-3.487, 3.673, -1.952], [-2.608, 4.265, 0.227], [-2.522, 5.673, -0.854], [1.885, 2.763, 0.031], [1.822, 4.349, -0.715], [-6.606, 0.514, 0.338], [-5.279, 0.212, -0.263], [-4.822, -0.880, -0.971], [-3.495, -0.593, -1.312], [-3.144, 0.607, -0.841], [-4.248, 1.075, -0.205], [-2.533, -1.449, -2.069], [-7.139, -0.409, 0.554], [-7.216, 1.099, -0.351], [-6.503, 1.075, 1.266], [-5.381, -1.767, -1.217], [-4.224, 1.952, 0.286], [-3.065, -2.091, -2.769], [-1.965, -2.090, -1.393], [-1.819, -0.859, -2.647], [-0.434, -0.609, 1.702], [0.353, -0.878, 0.467], [0.358, -0.121, -0.622], [1.222, -0.723, -1.524], [1.725, -1.850, -0.969], [1.172, -1.932, 0.294], [1.418, -3.017, 1.250], [2.771, -3.443, 1.211], [3.116, -4.504, 0.420], [4.375, -4.651, 0.447], [4.926, -3.669, 1.250], [6.256, -3.410, 1.588], [6.492, -2.338, 2.415], [5.441, -1.535, 2.901], [4.124, -1.780, 2.579], [3.894, -2.872, 1.742], [-0.893, 0.376, 1.634], [0.199, -0.611, 2.589], [-1.224, -1.348, 1.848], [1.448, -0.273, -2.478], [2.427, -2.580, -1.331], [0.797, -3.876, 1.003], [1.166, -2.657, 2.246], [7.053, -4.034, 1.208], [7.505, -2.095, 2.705], [5.679, -0.700, 3.546], [3.325, -1.156, 2.958]], "lowdin_charge": [1.5726, -0.0475, -0.1534, -0.5604, 0.0810, -0.1416, -0.1358, -0.6107, 0.0992, -0.2264, 0.1076, 0.0890, 0.1074, 0.1232, 0.1186, 0.1287, 0.0000, -0.2753, 0.0367, -0.3334, -0.0548, 0.0356, -0.0161, 0.0921, 0.0949, 0.0882, 0.1265, 0.1587, 0.0942, 0.0858, 0.0652, 0.0115, -0.3480, -0.0149, -0.0966, -0.0088, 0.0123, -0.0593, -0.0795, 0.0575, 0.0873, -0.2194, 0.0023, -0.0687, -0.0674, -0.0123, -0.1724, 0.0715, 0.0881, 0.0959, 0.1152, 0.1279, 0.1471, 0.1358, 0.1208, 0.1094, 0.1099, 0.1048]}



{"formula": "C20H25NO2", "method": "ωB97M-V/def2-TZVPD", "smiles": "COc1ccc(CCN(C)C/C=C/c2ccccc2)cc1OC", "lumo_energy_ha": 0.03183, "charge": 0, "e_tot_ha": -982.28410, "mol_weight_g_mol": 311.425, "elements": ["C", "O", "C", "C", "C", "C", "C", "C", "O", "C", "H", "H", "H", "H", "C", "H", "H", "C", "N", "C", "H", "H", "H", "C", "C", "C", "C", "C", "C", "C", "C", "C", "H", "H", "H", "H", "H", "H", "H", "H", "H", "H", "H", "H", "H", "H", "H", "H"], "coordinates": [[4.308, 0.444, 1.663], [3.062, -0.208, 1.504], [2.081, 0.562, 0.903], [0.946, 0.873, 1.640], [-0.077, 1.617, 1.088], [0.015, 2.092, -0.215], [1.149, 1.780, -0.951], [2.172, 1.004, -0.422], [3.257, 0.731, -1.234], [3.491, -0.644, -1.477], [2.666, -1.080, -2.051], [4.406, -0.692, -2.066], [3.620, -1.212, -0.553], [1.260, 2.127, -1.968], [-1.098, 2.907, -0.804], [-0.792, 3.330, -1.761], [-1.318, 3.736, -0.127], [-2.415, 2.108, -0.986], [-2.533, 1.249, -2.142], [-2.472, 1.944, -3.407], [-3.107, 2.828, -3.362], [-2.852, 1.285, -4.189], [-1.455, 2.256, -3.692], [-1.683, 0.069, -2.131], [-1.906, -0.762, -0.910], [-0.920, -1.291, -0.190], [-1.048, -2.115, 1.003], [0.108, -2.464, 1.705], [0.040, -3.233, 2.850], [-1.185, -3.677, 3.319], [-2.340, -3.344, 2.631], [-2.275, -2.572, 1.487], [-3.185, -2.327, 0.961], [-3.299, -3.690, 2.989], [-1.240, -4.281, 4.213], [0.947, -3.488, 3.380], [1.068, -2.117, 1.351], [0.101, -1.091, -0.490], [-2.945, -0.918, -0.658], [-0.614, 0.318, -2.227], [-1.967, -0.524, -3.011], [-3.240, 2.825, -1.049], [-2.572, 1.488, -0.100], [-0.948, 1.845, 1.683], [0.882, 0.513, 2.655], [4.702, 0.814, 0.712], [4.217, 1.283, 2.360], [4.987, -0.301, 2.076]], "lowdin_charge": [-0.0685, -0.1253, -0.2398, -0.0015, -0.0361, -0.2362, 0.0329, -0.2171, -0.1041, -0.0680, 0.0961, 0.0938, 0.0865, 0.1306, -0.1186, 0.1042, 0.1187, -0.1911, -0.2281, -0.1026, 0.0865, 0.0837, 0.0811, -0.2017, -0.0755, -0.0570, -0.2157, -0.0411, -0.0816, -0.0959, -0.0881, -0.0337, 0.1029, 0.1008, 0.0984, 0.1026, 0.1009, 0.1057, 0.1107, 0.1111, 0.1264, 0.1165, 0.1087, 0.1211, 0.1261, 0.0894, 0.0982, 0.0939]}